Entry 1:
The following is a quantum chemistry calculation of a single C26H30N2O4 molecule, from the Open Molecules 2025 dataset.

```
! RIJCOSX wB97M-V def2-TZVPD def2/J DEFGRID3
* xyz 0 1
C -0.41086 5.12228 0.51962
C 0.07822 3.84962 -0.10266
C 1.13639 3.13170 0.35413
C 1.49955 1.90245 -0.31057
C 2.54196 1.06761 0.10463
C 2.80158 -0.12333 -0.53393
C 2.02767 -0.51800 -1.62643
C 1.00195 0.30588 -2.09816
C 0.74617 1.50195 -1.42713
O -0.28492 2.25409 -1.88298
C -0.67589 3.40932 -1.27394
O -1.62339 3.99215 -1.74565
C 0.19605 -0.11553 -3.28717
H -0.60866 0.58899 -3.47052
H 0.83621 -0.16563 -4.16650
H -0.21662 -1.10985 -3.12610
O 2.17712 -1.69563 -2.29328
C 3.10097 -2.63951 -1.80321
H 3.05144 -3.47827 -2.50416
H 4.12652 -2.25157 -1.80802
C 2.78246 -3.17001 -0.39504
O 3.65288 -3.63673 0.31130
N 1.48541 -3.10232 -0.06752
H 0.82036 -2.61955 -0.65781
C 0.98051 -3.43733 1.24750
C -0.38635 -4.11621 1.11739
C -1.50091 -3.06340 0.97966
N -0.93115 -1.84688 0.42994
C -0.11590 -1.17712 1.43081
C 0.83945 -2.17532 2.10312
H 0.45793 -2.46994 3.08137
H 1.81781 -1.71699 2.24735
H -0.73867 -0.69411 2.20277
H 0.44881 -0.39310 0.92011
C -1.87671 -0.95255 -0.22712
C -2.82882 -0.23113 0.69555
C -4.00148 -0.83550 1.13114
C -4.84788 -0.18112 2.00885
C -4.53328 1.08873 2.46127
C -3.36976 1.70233 2.02961
C -2.52351 1.04470 1.15533
H -1.61927 1.53133 0.81675
H -3.12265 2.69696 2.37050
H -5.19605 1.60101 3.14288
H -5.75813 -0.66208 2.33637
H -4.26060 -1.82180 0.77278
H -2.43843 -1.54965 -0.95088
H -1.28513 -0.21507 -0.77591
H -1.97353 -2.87947 1.95844
H -2.27295 -3.43147 0.30169
H -0.57157 -4.73716 1.99367
H -0.36869 -4.76739 0.24288
H 1.71329 -4.11496 1.69703
H 3.59807 -0.75105 -0.16854
H 3.14757 1.34645 0.95097
C 1.93756 3.56191 1.54342
H 2.98728 3.65793 1.27049
H 1.59231 4.51470 1.92821
H 1.85959 2.81796 2.33552
H -0.68734 4.96766 1.56147
H -1.28543 5.46267 -0.02920
H 0.35241 5.89783 0.47437
*
```

Values from the calculation:
E_LUMO   0.124 eV
SMILES string   Cc1c(C)c2ccc(OCC(=O)NC3CCN(Cc4ccccc4)CC3)c(C)c2oc1=O

Entry 2:
The following is a quantum chemistry calculation of a molecular structure, C26H30N2OS2 at a distorted geometry, from the Open Molecules 2025 dataset.

```
! RIJCOSX wB97M-V def2-TZVPD def2/J DEFGRID3
* xyz 0 1
C -5.51679 2.10220 -1.88820
C -4.29751 3.00681 -1.84853
O -3.13753 2.19276 -1.61042
C -1.94933 2.85202 -1.50942
S -0.58873 1.93713 -1.13418
S -1.86409 4.48777 -1.81475
H -6.42179 2.72197 -1.82491
H -5.57386 1.54876 -2.83592
H -5.53261 1.38137 -1.05982
H -4.21723 3.54435 -2.80674
H -4.43086 3.75201 -1.04716
C -2.99032 -2.08293 3.06647
C -3.29131 -1.06283 4.16183
N -2.75032 0.22255 3.80345
C -3.11862 1.47424 4.44147
C -2.16755 2.51529 3.80301
C -1.26505 1.71247 2.93934
C -0.20159 2.03474 2.12742
C 0.45950 1.00562 1.39152
C 1.20325 1.45103 0.20454
C 2.10271 0.53622 -0.52228
C 3.38627 0.97026 -0.99413
C 4.12407 0.15710 -1.83858
C 3.60460 -1.10954 -2.15809
N 4.42027 -1.78651 -2.99867
C 4.04897 -3.04511 -3.59179
C 3.09775 -3.80600 -2.67026
C 1.93963 -2.95245 -2.13131
C 2.37428 -1.59534 -1.70538
C 1.61402 -0.71528 -0.93842
C 5.53798 -0.97059 -3.43173
C 5.39672 0.32727 -2.59408
C 0.18115 -0.34859 1.70421
C -0.97790 -0.69684 2.40311
C -1.65157 0.36304 3.02925
C -1.52609 -2.07468 2.58754
H -3.25686 -3.07874 3.43323
H -3.63371 -1.86594 2.20695
H -4.37404 -0.94410 4.30868
H -2.86378 -1.40651 5.12313
H -4.17835 1.70882 4.25939
H -2.97371 1.41696 5.53323
H -2.73451 3.24731 3.21851
H -1.61857 3.06231 4.57784
H 0.07537 3.07741 1.96805
H 1.57027 2.48594 0.25956
H 3.77427 1.94825 -0.69428
H 3.56188 -2.88160 -4.57272
H 4.97037 -3.61821 -3.77338
H 2.69890 -4.67055 -3.20741
H 3.67345 -4.18203 -1.81839
H 1.15686 -2.86686 -2.90110
H 1.48047 -3.46423 -1.27682
H 0.59888 -1.01360 -0.68234
H 6.49188 -1.49109 -3.25026
H 5.48154 -0.75815 -4.51297
H 5.37896 1.20557 -3.25076
H 6.25682 0.43483 -1.92521
H 0.81285 -1.14582 1.32028
H -0.90665 -2.62873 3.31039
H -1.46310 -2.62151 1.63804
*
```

Values from the calculation:
E_LUMO   -0.910 eV

Entry 3:
The following is a quantum chemistry calculation of a molecular structure, C26H30N3O7PbSb, from the Open Molecules 2025 dataset.

```
! RIJCOSX wB97M-V def2-TZVPD def2/J DEFGRID3
* xyz -2 1
Pb 1.08061 -0.34385 1.18014
C 3.45308 3.88645 -4.08351
C 3.21504 2.51812 -3.44522
O 3.94110 1.59176 -3.86494
C 2.22286 2.47137 -2.44057
C 1.79463 1.32523 -1.74287
C 2.08212 -0.05059 -2.28230
N 1.06376 1.34549 -0.64519
N 0.62260 2.59564 -0.23708
C 0.28287 2.61859 1.00898
O 0.38103 1.65266 1.88047
C -0.29463 3.89850 1.52612
C -0.66387 3.99405 2.86495
C -1.20569 5.17156 3.36491
C -1.38412 6.26796 2.53393
C -1.01585 6.17735 1.19495
C -0.47725 5.00357 0.69467
H 3.25073 3.80662 -5.15432
H 4.50626 4.15344 -3.97081
H 2.82675 4.67058 -3.65767
H 1.83723 3.41698 -2.09017
H 1.28652 -0.31569 -2.98368
H 2.06275 -0.80008 -1.48916
H 3.02935 -0.07205 -2.81258
H -0.51532 3.12953 3.49841
H -1.48853 5.23113 4.40974
H -1.80667 7.18724 2.92364
H -1.15260 7.02903 0.53786
H -0.18772 4.91082 -0.34352
O -3.35930 -1.28913 1.41225
C -2.16283 -1.04612 1.58868
O -1.24065 -1.03697 0.71158
C -1.71672 -0.74447 3.01899
C -2.63707 -0.57062 4.04078
C -2.15924 -0.27549 5.30949
C -0.79323 -0.16864 5.51589
C 0.06257 -0.36027 4.43873
N -0.41035 -0.65074 3.23189
C 1.59115 -0.23041 4.59564
O 1.99747 -0.04076 5.75031
O 2.24879 -0.34530 3.53032
H -3.68883 -0.66111 3.81133
H -2.85056 -0.12283 6.13111
H -0.35507 0.06577 6.47550
O 5.57024 -0.51392 -1.10824
C 4.79080 0.19154 -0.70295
C -0.15699 -3.81630 -4.66968
C -1.16272 -4.06821 -3.54826
Sb -1.17512 -2.48562 -2.02662
C -0.08956 -3.72380 -0.62444
C 1.35612 -3.95988 -1.05029
C -3.18161 -2.96136 -1.39288
C -3.35870 -4.30003 -0.68932
H -0.16400 -4.60878 -5.42608
H 0.86265 -3.74175 -4.28414
H -0.36484 -2.87235 -5.17872
H -0.96208 -5.02310 -3.05336
H -2.17794 -4.12640 -3.95234
H -0.62427 -4.67344 -0.55040
H -0.14561 -3.23132 0.34552
H 1.41199 -4.44889 -2.02697
H 1.88557 -4.59691 -0.33588
H 1.91335 -3.02373 -1.12434
H -3.77789 -2.92090 -2.31023
H -3.49723 -2.15290 -0.73447
H -2.98654 -5.13655 -1.28903
H -4.41305 -4.49337 -0.46706
H -2.82575 -4.30636 0.26252
*
```

Values from the calculation:
E_LUMO   4.640 eV

Entry 4:
The following is a quantum chemistry calculation of a molecular structure, C26H31As2CrN2O6PS4, from the Open Molecules 2025 dataset.

```
! RIJCOSX wB97M-V def2-TZVPD def2/J DEFGRID3
* xyz -2 3
Cr 0.99693 0.13271 0.60901
S 2.05028 -1.98128 1.36119
C 3.32415 -1.01636 1.95151
S 3.19461 0.66919 1.57852
C 4.38577 -1.51290 2.71941
C 4.47685 -2.88235 3.06746
N 4.57202 -3.99038 3.38291
C 5.41880 -0.67612 3.20689
N 6.27796 -0.02722 3.62802
C 2.71354 -0.61653 -5.91737
C 2.89914 0.32782 -4.74468
O 1.65493 0.90787 -4.35918
P 0.81023 0.29722 -3.10577
S -0.72210 1.48167 -2.83269
S 2.05225 -0.16039 -1.62388
O 0.34373 -1.14451 -3.69473
C -0.84213 -1.29187 -4.47047
C -1.88945 -2.01867 -3.65027
H 3.67841 -1.01225 -6.24223
H 2.24827 -0.10080 -6.75918
H 2.07797 -1.45202 -5.62831
H 3.55299 1.16203 -5.01521
H 3.35240 -0.18657 -3.89354
H -0.56718 -1.85799 -5.36756
H -1.21317 -0.31054 -4.77900
H -1.49294 -2.96379 -3.27953
H -2.78087 -2.22025 -4.24924
H -2.17138 -1.40878 -2.79274
C 1.12759 -0.24326 4.46358
As 0.26685 0.61410 2.94027
C -1.54493 0.76150 3.66529
C 0.79081 2.48908 3.20074
C 1.13248 3.00288 4.44758
C 1.51622 4.32819 4.58853
C 1.55036 5.15506 3.47595
C 1.20846 4.64826 2.23117
C 0.83370 3.31682 2.07472
As 0.40211 2.53392 0.30219
C 1.54623 3.64975 -0.81538
C -1.31186 3.42697 0.05460
H 0.77385 0.17195 5.40885
H 2.20695 -0.12941 4.37383
H 0.88953 -1.30704 4.41674
H -1.49650 1.26074 4.63626
H -1.97827 -0.23350 3.77766
H -2.16038 1.31816 2.96447
H 1.12052 2.36029 5.32071
H 1.80191 4.70935 5.56183
H 1.85755 6.19012 3.57426
H 1.24914 5.30463 1.36932
H 1.31969 4.71113 -0.70060
H 1.37190 3.34767 -1.84692
H 2.58503 3.44955 -0.55271
H -1.24376 4.43929 0.46035
H -2.07985 2.84700 0.56065
H -1.53226 3.45292 -1.01006
O -2.39627 0.47906 0.77289
C -1.91207 -0.54334 0.27325
O -0.69707 -0.78086 0.00909
C -2.84687 -1.67839 -0.11727
C -4.17610 -1.39589 -0.40582
C -5.07420 -2.39840 -0.78279
C -4.57615 -3.67800 -0.82912
O -5.24069 -4.84322 -1.17251
C -4.29176 -5.88738 -0.98349
O -3.03224 -5.31868 -0.68151
C -3.25535 -3.96061 -0.53494
C -2.35608 -2.98758 -0.18661
H -4.50314 -0.36873 -0.32743
H -6.10560 -2.18348 -1.02571
H -4.21342 -6.46834 -1.90771
H -4.61663 -6.51977 -0.14601
H -1.31144 -3.18945 0.00246
*
```

Values from the calculation:
E_LUMO (alpha / beta)   3.957 / 3.957 eV

Copy entry 1 word for word.
The following is a quantum chemistry calculation of a single C26H30N2O4 molecule, from the Open Molecules 2025 dataset.

```
! RIJCOSX wB97M-V def2-TZVPD def2/J DEFGRID3
* xyz 0 1
C -0.41086 5.12228 0.51962
C 0.07822 3.84962 -0.10266
C 1.13639 3.13170 0.35413
C 1.49955 1.90245 -0.31057
C 2.54196 1.06761 0.10463
C 2.80158 -0.12333 -0.53393
C 2.02767 -0.51800 -1.62643
C 1.00195 0.30588 -2.09816
C 0.74617 1.50195 -1.42713
O -0.28492 2.25409 -1.88298
C -0.67589 3.40932 -1.27394
O -1.62339 3.99215 -1.74565
C 0.19605 -0.11553 -3.28717
H -0.60866 0.58899 -3.47052
H 0.83621 -0.16563 -4.16650
H -0.21662 -1.10985 -3.12610
O 2.17712 -1.69563 -2.29328
C 3.10097 -2.63951 -1.80321
H 3.05144 -3.47827 -2.50416
H 4.12652 -2.25157 -1.80802
C 2.78246 -3.17001 -0.39504
O 3.65288 -3.63673 0.31130
N 1.48541 -3.10232 -0.06752
H 0.82036 -2.61955 -0.65781
C 0.98051 -3.43733 1.24750
C -0.38635 -4.11621 1.11739
C -1.50091 -3.06340 0.97966
N -0.93115 -1.84688 0.42994
C -0.11590 -1.17712 1.43081
C 0.83945 -2.17532 2.10312
H 0.45793 -2.46994 3.08137
H 1.81781 -1.71699 2.24735
H -0.73867 -0.69411 2.20277
H 0.44881 -0.39310 0.92011
C -1.87671 -0.95255 -0.22712
C -2.82882 -0.23113 0.69555
C -4.00148 -0.83550 1.13114
C -4.84788 -0.18112 2.00885
C -4.53328 1.08873 2.46127
C -3.36976 1.70233 2.02961
C -2.52351 1.04470 1.15533
H -1.61927 1.53133 0.81675
H -3.12265 2.69696 2.37050
H -5.19605 1.60101 3.14288
H -5.75813 -0.66208 2.33637
H -4.26060 -1.82180 0.77278
H -2.43843 -1.54965 -0.95088
H -1.28513 -0.21507 -0.77591
H -1.97353 -2.87947 1.95844
H -2.27295 -3.43147 0.30169
H -0.57157 -4.73716 1.99367
H -0.36869 -4.76739 0.24288
H 1.71329 -4.11496 1.69703
H 3.59807 -0.75105 -0.16854
H 3.14757 1.34645 0.95097
C 1.93756 3.56191 1.54342
H 2.98728 3.65793 1.27049
H 1.59231 4.51470 1.92821
H 1.85959 2.81796 2.33552
H -0.68734 4.96766 1.56147
H -1.28543 5.46267 -0.02920
H 0.35241 5.89783 0.47437
*
```

Values from the calculation:
E_LUMO   0.124 eV
SMILES string   Cc1c(C)c2ccc(OCC(=O)NC3CCN(Cc4ccccc4)CC3)c(C)c2oc1=O